ORCA calculation (ωB97M-V/def2-TZVPD) on the ion C3H9N3O with charge +1.

Summary:
LUMO energy (alpha / beta): -3.73 / -9.11 eV
Multiplicity: 2
Net charge: +1
⟨S²⟩: 0.759

CARTESIAN COORDINATES (ANGSTROEM)
O1 -0.551 1.474 -1.140
N1 -0.452 -0.002 0.604
N2 0.652 -1.326 -2.039
N3 1.148 0.735 2.264
C1 -0.632 0.359 -0.748
C2 -0.065 1.089 1.554
C3 -0.663 -0.862 -1.735
H1 -1.174 -0.603 -2.657
H2 -0.031 2.005 1.001
H3 -1.065 -0.761 0.881
H4 0.888 0.101 3.013
H5 1.128 -1.258 -1.120
H6 -0.874 1.093 2.290
H7 1.761 0.237 1.620
H8 1.190 -0.625 -2.555
H9 -1.261 -1.656 -1.233

***

ORCA calculation (ωB97M-V/def2-TZVPD) on an isolated molecule of C3H9N3O2.

Summary:
SMILES: N[C@@H]1OC(N)(N)[C@H]1O
LUMO energy: 0.74 eV
Multiplicity: 1

CARTESIAN COORDINATES (ANGSTROEM)
O1 0.076 1.135 -0.810
O2 -0.108 -2.049 0.145
N1 2.363 0.500 0.051
N2 -1.906 -0.191 -0.907
N3 -1.524 1.213 0.882
C1 -0.904 0.426 -0.122
C2 1.198 -0.041 -0.471
C3 0.235 -0.723 0.445
H1 -1.818 -1.187 -1.062
H2 0.462 -0.577 1.507
H3 2.869 1.076 -0.610
H4 2.213 1.015 0.910
H5 -0.867 1.583 1.553
H6 0.617 -2.632 0.397
H7 -2.295 0.738 1.331
H8 -1.975 0.253 -1.813
H9 1.364 -0.539 -1.426

***

ORCA calculation (ωB97M-V/def2-TZVPD) on an isolated molecule of C3H9N3O3.

Summary:
SMILES: CN(CCO)N(O)N=O
LUMO energy: 0.32 eV
Multiplicity: 1

CARTESIAN COORDINATES (ANGSTROEM)
O1 2.341 0.651 -0.003
O2 -2.069 1.641 -0.550
O3 -2.294 -1.532 0.150
N1 -0.298 0.237 0.003
N2 -1.610 0.355 -0.536
N3 -2.606 -0.398 -0.217
C1 1.996 -0.515 -0.618
C2 0.479 -0.870 -0.483
C3 -0.302 0.402 1.501
H1 2.508 -1.431 -0.227
H2 0.253 -1.874 0.173
H3 -1.826 1.991 -1.553
H4 2.160 -0.438 -1.590
H5 -0.618 -0.398 1.963
H6 0.801 0.285 1.820
H7 -0.752 1.543 1.724
H8 0.192 -1.091 -1.527
H9 1.644 1.440 -0.030

***

ORCA calculation (ωB97M-V/def2-TZVPD) on a structure of composition C3H9N3O3.

Summary:
LUMO energy: 0.13 eV
Multiplicity: 1

CARTESIAN COORDINATES (ANGSTROEM)
O1 1.073 -2.054 -0.863
O2 -0.013 -1.938 1.115
O3 -1.220 -1.020 -0.911
N1 -0.563 0.591 -0.755
N2 1.784 0.669 -0.578
N3 0.536 0.685 1.417
C1 0.369 -1.419 -0.097
C2 0.562 0.237 0.048
C3 -1.603 1.369 -0.143
H1 0.028 0.064 2.032
H2 0.296 -2.855 1.146
H3 1.480 0.804 1.754
H4 1.608 1.413 -1.242
H5 -1.034 -1.237 -1.837
H6 -1.921 0.981 0.827
H7 2.235 -0.087 -1.084
H8 -2.446 1.430 -0.827
H9 -1.171 2.366 -0.002

***

ORCA calculation (ωB97M-V/def2-TZVPD) on an isolated molecule of C3H9N3OS.

Summary:
SMILES: N/N=C\NSCCO
LUMO energy: 0.88 eV
Multiplicity: 1

CARTESIAN COORDINATES (ANGSTROEM)
S1 -0.390 1.500 0.071
O1 -3.306 -1.404 -0.290
N1 2.725 -0.748 0.560
N2 0.917 0.394 -0.204
N3 3.416 -0.681 -0.665
C1 -1.843 0.516 -0.495
C2 -2.341 -0.609 0.446
C3 1.696 -0.137 0.761
H1 -1.684 0.124 -1.502
H2 -3.399 -2.208 0.166
H3 2.801 -1.085 -1.409
H4 4.277 -1.353 -0.696
H5 -1.485 -1.351 0.767
H6 -2.895 -0.240 1.399
H7 1.468 -0.029 1.827
H8 1.632 0.648 -0.938
H9 -2.501 1.351 -0.539

***

ORCA calculation (ωB97M-V/def2-TZVPD) on an isolated molecule of C3H9N3S.

Summary:
SMILES: C/N=C(\NC)NS
LUMO energy: 0.74 eV
Multiplicity: 1

CARTESIAN COORDINATES (ANGSTROEM)
S1 0.557 -1.684 -1.431
N1 0.251 -1.089 0.062
N2 -0.110 0.676 1.397
N3 -0.788 0.819 -0.871
C1 -1.262 2.265 -0.466
C2 -0.271 0.213 0.130
C3 0.997 0.307 2.277
H1 -0.713 -1.298 -1.970
H2 -0.035 -1.700 0.760
H3 -0.444 2.726 0.109
H4 -0.420 1.705 1.595
H5 1.050 1.008 3.081
H6 -2.332 2.231 0.118
H7 2.111 0.511 2.056
H8 0.901 -0.743 2.723
H9 -1.277 2.951 -1.335

***

Computed values of max |F| (unit: eV/Å) for the preceding records, in sequence: 3.34, 3.22, 7.33, 3.05, 6.00, 4.16.
Computed values of energy relative to the best compared isomer or geometry (same formula, charge and spin) (unit: kcal per mole) for the preceding records, in sequence: 24.46, 66.49, 202.98, 95.92, 63.97, 54.54.